ORCA calculation (the ωB97M-V functional and the def2-TZVPD basis) on a molecular structure, C22H37BrNPRe.

Calculated values
Expectation value of S² ... 3.78
Lowest unoccupied orbital energy (spin up / spin down) ... 0.43 / -1.48 eV
HOMO-LUMO gap (spin up / spin down) ... 6.264 / 5.530 eV
Energy above the lowest of the compared OMol25 structures with the same formula, charge and spin ... 0.684 eV
Molar mass ... 612.6 g/mol

ORCA input file:
```
! RIJCOSX wB97M-V def2-TZVPD def2/J DEFGRID3
* xyz 0 4
H -2.92 0.07 6.38
C -2.63 -1.19 0.25
C -1.73 0.07 4.58
H -2.22 1.53 2.95
C 2.84 0.45 -0.77
H -1.89 -1.70 3.24
H -1.46 -2.86 -0.79
H -2.78 2.01 4.56
H 1.10 3.32 -0.64
H -0.66 -0.87 -2.46
H -1.94 -2.07 4.98
N -0.14 -0.27 2.36
H 2.36 -1.57 6.55
C 1.79 1.90 -2.24
H -0.05 -2.57 5.53
H 2.41 3.34 4.50
C 1.67 -0.74 6.31
H -0.11 2.77 2.58
C 2.25 1.50 0.00
H 0.82 -0.82 7.01
H 2.40 -1.26 2.97
C 2.20 2.28 4.28
C 0.70 -2.38 4.74
C 2.53 0.67 -2.15
C 0.69 2.05 4.51
H -1.24 -0.46 6.69
C -1.86 0.25 6.12
H 1.46 2.38 -3.16
H 2.51 2.09 3.24
C 1.27 -0.96 4.83
H 2.22 0.19 6.49
H -0.57 2.77 6.17
H 2.08 1.48 1.09
C -0.09 3.06 3.64
C 2.58 -0.96 4.02
H -3.39 -1.66 0.87
C 1.64 2.42 -0.92
H -3.62 0.73 3.69
H 2.82 1.71 4.97
C -1.74 -1.83 -0.73
H 3.08 0.02 4.04
H 0.39 4.05 3.73
C -2.62 1.15 3.90
H -1.12 3.19 3.99
H 3.27 -1.67 4.50
Re -0.63 -1.02 0.86
H 3.33 -0.43 -0.36
Br 1.30 -2.81 0.89
C 0.42 2.32 6.02
C -2.21 0.21 0.27
H 2.76 0.02 -2.99
H -2.64 1.01 0.85
C -1.26 0.44 -0.80
C -2.24 -1.34 4.22
H -3.34 -1.33 4.16
P 0.08 0.26 4.04
H 1.16 3.04 6.41
H 0.30 -2.60 3.74
H -0.91 1.41 -1.19
H 0.52 1.40 6.63
H 1.53 -3.09 4.93
C -1.06 -0.79 -1.45
H -1.64 1.27 6.46
*
```

Results of the natural (NBO) charge analysis, in e, for atoms 1 through 2: number 1, H, carries 0.219; number 2, C, carries -0.327

ORCA calculation (the ωB97M-V functional and the def2-TZVPD basis) on 4 unconnected molecules or ions with the total composition C22H37ClF5N5O5S.

Calculated values
Lowest unoccupied orbital energy ... 0.40 eV
HOMO-LUMO gap ... 10.113 eV
Structure (SMILES) ... N#C[C@H](CCCC(F)(F)C(F)(F)F)[C@@H](C#N)CCCCS(=O)(=O)Cl.CNC(C)=O.CNC(C)=O.CNC(C)=O
Molar mass ... 614.1 g/mol

ORCA input file:
```
! RIJCOSX wB97M-V def2-TZVPD def2/J DEFGRID3
* xyz 0 1
H 1.23 6.47 2.28
C 3.76 -2.33 -4.09
C 2.42 -8.58 -3.54
C -1.51 4.93 1.63
C -6.99 3.58 3.43
C 2.84 -1.25 -0.87
F 2.73 -1.07 -5.75
C -4.10 3.34 4.05
F 1.67 -1.23 -3.90
H -7.41 3.79 2.45
H 0.00 4.38 2.80
S -2.70 0.14 -0.89
O -3.97 0.39 -1.50
N 3.05 -7.44 -2.89
N -6.24 2.34 3.38
C 0.47 -0.51 0.54
C 1.68 0.43 0.69
N -0.42 5.20 2.38
Cl -1.30 0.87 -2.23
C 2.53 -6.60 -1.97
C -0.64 -0.21 1.53
H 2.99 -9.48 -3.33
C 3.88 -2.72 -2.64
H -6.73 1.50 3.12
O -1.90 3.77 1.51
H 4.74 -3.38 -2.57
H 0.83 -6.09 -0.80
H 1.00 -7.82 -1.08
N 1.32 2.70 -0.57
C 1.10 -6.84 -1.54
C 3.99 0.76 -0.08
H -1.52 6.58 0.26
C -2.63 1.18 0.56
H 1.74 0.70 1.74
H 1.40 -8.71 -3.20
C 0.20 6.49 2.63
H -3.45 0.98 1.24
C 3.04 -0.30 0.32
F 4.95 -2.18 -4.69
C 4.13 -1.55 -1.66
C 1.56 1.63 -0.16
H -2.57 6.79 1.69
H -3.08 3.01 4.23
F 3.16 -3.37 -4.74
H -1.56 1.52 2.35
H -0.17 -0.21 2.52
H 0.84 -1.51 0.79
O -4.44 1.02 3.56
H -0.33 7.29 2.13
O -2.48 -1.24 -0.61
C -1.30 1.17 1.36
H -3.05 5.70 0.39
H 4.85 -1.92 -0.93
H 4.58 -0.67 -2.11
H -2.76 2.19 0.19
C -2.20 6.08 0.95
H 0.43 -6.75 -2.39
H 0.13 -0.58 -0.49
H -6.36 4.42 3.73
N 4.68 1.58 -0.53
C 2.88 -1.11 -4.42
H 2.11 -0.79 -1.53
H 0.20 6.68 3.70
H -4.10 4.08 3.25
H 3.46 -0.77 1.21
O 3.20 -5.69 -1.52
C -4.92 2.14 3.65
H 2.49 -2.21 -0.49
H -7.81 3.48 4.15
H -0.65 1.93 0.94
H 2.42 -8.42 -4.62
H 3.04 -3.31 -2.29
H -4.48 3.78 4.97
F 3.43 0.04 -4.06
H 4.01 -7.23 -3.14
H -1.39 -1.00 1.58
*
```

Results of the Löwdin charge analysis, in e, for atoms 1 through 2: number 1, H, carries 0.087; number 2, C, carries -0.461

ORCA calculation (the ωB97M-V functional and the def2-TZVPD basis) on a molecular structure, C22H37ClP2Pb.

Calculated values
Lowest unoccupied orbital energy ... 0.19 eV
HOMO-LUMO gap ... 4.590 eV
Energy above the lowest of the compared OMol25 structures with the same formula, charge and spin ... 4.226 eV
Molar mass ... 606.1 g/mol

ORCA input file:
```
! RIJCOSX wB97M-V def2-TZVPD def2/J DEFGRID3
* xyz 0 1
H 3.22 -1.78 0.62
H 2.98 -2.43 -1.03
H -1.11 3.83 0.03
H 0.33 2.84 -2.05
C -1.83 -1.74 4.44
H 2.76 2.83 -0.85
C 4.69 0.93 -1.02
C -3.00 -2.60 1.40
H 1.79 -1.09 -2.75
H -1.96 0.52 -2.33
P -0.10 1.05 -3.44
C -2.61 -0.66 4.93
C -3.87 -2.14 6.38
H 0.82 4.11 -1.09
C 2.45 -0.21 -2.75
H -1.50 2.95 -4.06
Pb -0.83 -2.90 1.51
H 0.91 -0.80 0.62
H 0.03 0.68 0.97
H -3.48 -3.39 1.98
H -3.27 -4.22 6.33
C 0.61 3.04 -0.99
C -2.17 -3.03 4.91
H 5.07 1.08 0.00
H -1.02 -0.99 -0.74
C -3.58 -0.85 5.92
C 0.59 0.16 0.17
H 4.65 1.93 -1.47
C -0.50 2.59 -4.31
C -3.11 -3.22 5.92
H 4.60 -1.86 -0.51
H -1.54 -0.54 -4.61
H -4.11 0.02 6.32
H 0.15 -1.14 -4.50
H -3.19 -2.70 0.32
C -0.72 -1.55 3.49
H 0.25 3.37 -4.13
H -0.40 2.42 0.86
C 3.52 -1.67 -0.43
H 2.07 1.95 -2.81
C -0.69 2.82 -0.13
H -0.27 0.18 -5.61
H -4.69 -2.28 7.09
C -0.48 -0.25 -4.63
C 1.74 1.04 -3.35
C -1.07 0.91 -1.78
Cl -1.49 -4.41 4.11
C -1.57 1.97 -0.91
H 3.28 -0.49 -3.43
H 0.27 -1.79 3.90
H 2.09 1.20 -4.38
H 2.38 1.09 0.88
H -2.41 0.34 4.54
H -0.73 -0.54 3.06
H -3.28 -1.60 1.73
H 5.45 0.34 -1.57
H -2.64 2.02 -0.70
C 1.92 0.99 -0.13
H 0.37 -0.75 -1.75
C 1.81 2.31 -0.69
H -0.46 2.34 -5.38
P 3.17 -0.02 -1.08
C -0.27 -0.22 -1.03
*
```

Results of the natural (NBO) charge analysis, in e, for atoms 1 through 2: number 1, H, carries 0.264; number 2, H, carries 0.258

ORCA calculation (the ωB97M-V functional and the def2-TZVPD basis) on a molecular structure, C22H37ClP2Pd.

Calculated values
Expectation value of S² ... 6.04
Lowest unoccupied orbital energy (spin up / spin down) ... -6.78 / -8.81 eV
HOMO-LUMO gap (spin up / spin down) ... 6.106 / 5.234 eV
Energy above the lowest of the compared OMol25 structures with the same formula, charge and spin ... 2.199 eV
Molar mass ... 505.4 g/mol

ORCA input file:
```
! RIJCOSX wB97M-V def2-TZVPD def2/J DEFGRID3
* xyz 2 5
H 1.25 -2.40 -2.19
C 0.87 -2.00 3.25
H 1.21 0.86 2.53
H -1.09 -2.75 2.64
H 1.25 2.94 -1.39
H -3.88 1.49 -0.10
C 0.69 -1.68 4.63
H 2.90 2.95 -3.01
H 3.41 0.02 -2.79
C 1.60 0.78 -0.71
H 1.38 0.79 -4.93
H 4.26 -2.42 3.33
H 1.20 -1.29 -0.21
H -2.24 3.32 -2.10
H -2.25 -0.55 -1.64
C 2.19 -2.13 2.78
H -4.39 -0.90 2.93
Pd -1.09 -0.26 2.05
P -2.90 -0.31 1.20
C 1.79 -1.55 5.49
H 0.08 1.20 3.97
C 1.16 -1.31 -2.29
H 3.94 -1.79 5.67
H -2.71 -2.70 1.19
H 0.77 0.96 -0.01
H -3.19 0.85 -2.27
C 1.92 0.03 -4.34
H 0.07 -2.36 1.26
H -1.92 2.11 -3.90
C 2.98 0.77 -3.47
C -4.44 -0.20 2.09
H -1.20 3.42 -0.65
C -2.87 -1.92 0.43
C 1.67 -0.73 -1.04
C 2.47 1.97 -2.77
C 0.93 -0.81 -3.52
H -0.15 2.07 2.35
H 3.80 1.13 -4.13
P -0.90 1.27 -1.86
H -0.54 3.71 -2.26
H -2.02 -1.92 -0.28
C 1.62 1.95 -1.75
H 2.53 -0.60 -5.07
H 2.72 -1.09 -0.99
C -2.91 1.02 -0.11
C -2.48 0.53 -1.51
C 3.07 -1.84 5.02
H -4.54 0.86 2.34
C -1.02 1.50 -3.72
C 0.20 1.18 2.87
H 2.37 -2.25 1.73
C -1.25 3.11 -1.69
H -0.17 2.06 -4.12
C 3.26 -2.10 3.66
H -5.29 -0.54 1.49
H 1.66 -1.25 6.56
Cl -0.91 -1.30 5.24
H 2.47 0.94 -0.06
H -2.16 1.73 0.32
H 0.00 -1.02 -4.04
H -3.83 -2.04 -0.10
C -0.26 -2.11 2.28
H -1.13 0.58 -4.29
*
```

Results of the natural (NBO) charge analysis, in e, for atoms 1 through 2: number 1, H, carries 0.264; number 2, C, carries -0.077

What did the fourth record say?
ORCA calculation (the ωB97M-V functional and the def2-TZVPD basis) on a molecular structure, C22H37ClP2Pd.

Calculated values
Expectation value of S² ... 6.04
Lowest unoccupied orbital energy (spin up / spin down) ... -6.78 / -8.81 eV
HOMO-LUMO gap (spin up / spin down) ... 6.106 / 5.234 eV
Energy above the lowest of the compared OMol25 structures with the same formula, charge and spin ... 2.199 eV
Molar mass ... 505.4 g/mol

ORCA input file:
```
! RIJCOSX wB97M-V def2-TZVPD def2/J DEFGRID3
* xyz 2 5
H 1.25 -2.40 -2.19
C 0.87 -2.00 3.25
H 1.21 0.86 2.53
H -1.09 -2.75 2.64
H 1.25 2.94 -1.39
H -3.88 1.49 -0.10
C 0.69 -1.68 4.63
H 2.90 2.95 -3.01
H 3.41 0.02 -2.79
C 1.60 0.78 -0.71
H 1.38 0.79 -4.93
H 4.26 -2.42 3.33
H 1.20 -1.29 -0.21
H -2.24 3.32 -2.10
H -2.25 -0.55 -1.64
C 2.19 -2.13 2.78
H -4.39 -0.90 2.93
Pd -1.09 -0.26 2.05
P -2.90 -0.31 1.20
C 1.79 -1.55 5.49
H 0.08 1.20 3.97
C 1.16 -1.31 -2.29
H 3.94 -1.79 5.67
H -2.71 -2.70 1.19
H 0.77 0.96 -0.01
H -3.19 0.85 -2.27
C 1.92 0.03 -4.34
H 0.07 -2.36 1.26
H -1.92 2.11 -3.90
C 2.98 0.77 -3.47
C -4.44 -0.20 2.09
H -1.20 3.42 -0.65
C -2.87 -1.92 0.43
C 1.67 -0.73 -1.04
C 2.47 1.97 -2.77
C 0.93 -0.81 -3.52
H -0.15 2.07 2.35
H 3.80 1.13 -4.13
P -0.90 1.27 -1.86
H -0.54 3.71 -2.26
H -2.02 -1.92 -0.28
C 1.62 1.95 -1.75
H 2.53 -0.60 -5.07
H 2.72 -1.09 -0.99
C -2.91 1.02 -0.11
C -2.48 0.53 -1.51
C 3.07 -1.84 5.02
H -4.54 0.86 2.34
C -1.02 1.50 -3.72
C 0.20 1.18 2.87
H 2.37 -2.25 1.73
C -1.25 3.11 -1.69
H -0.17 2.06 -4.12
C 3.26 -2.10 3.66
H -5.29 -0.54 1.49
H 1.66 -1.25 6.56
Cl -0.91 -1.30 5.24
H 2.47 0.94 -0.06
H -2.16 1.73 0.32
H 0.00 -1.02 -4.04
H -3.83 -2.04 -0.10
C -0.26 -2.11 2.28
H -1.13 0.58 -4.29
*
```

Results of the natural (NBO) charge analysis, in e, for atoms 1 through 2: number 1, H, carries 0.264; number 2, C, carries -0.077

The lowest molar mass belongs to which entry?
C22H37ClP2Pd

Look up the molar mass of the fourth one.
505.4 g/mol